DFT (the ωB97M-V functional and the def2-TZVPD basis) results for the molecule C18H25N5O3.

## Properties
HOMO level, eV: -7.45
ΔE to the lowest compared entry with this formula, charge and spin, kJ/mol: 500.3
Kohn-Sham gap, eV: 7.51
LUMO, hartree: 0.0022
SMILES: C=N[N+](C)(C)[C@H](c1ccc(N(C)C)cc1)c1c([O-])n(C)c(=O)n(C)c1=O
Calculated total energy, Ha: -1200.30305
Max |F|, eV/A: 3.7

Geometry as XYZ:
```
51
Properties=species:S:1:pos:R:3:mulliken_charge:R:1
O 0.3680 0.9334 1.9688 -0.702
O 1.9571 -3.2036 0.2878 -0.821
O 3.8073 -1.1941 3.8894 -0.681
N 2.1670 -0.5999 -1.6909 -0.745
N 2.6770 -2.2432 2.1800 0.051
N -3.9968 2.8392 -0.6732 0.179
N 2.3489 0.0412 2.5994 0.095
N 0.7627 -1.1976 -1.7540 0.925
C 0.8016 -2.6121 -2.2454 -1.070
C 1.1439 -0.9901 0.7381 0.314
C 3.0032 -1.1335 2.9629 0.689
C 1.9193 -2.1814 1.0025 -0.223
C 3.3672 -3.4748 2.4550 -1.122
C -4.5804 3.0601 -1.9701 -0.986
C -2.2631 -0.4037 -0.5212 -0.861
C -4.2386 3.8736 0.3056 -0.938
C 2.5427 1.1210 3.5339 -1.067
C -0.6228 1.3723 -0.2991 -0.374
C 0.1416 -1.0557 -0.3663 1.370
C -0.9357 0.0205 -0.3903 -0.190
C 0.0889 -0.4222 -2.8446 -0.925
C -1.6406 2.3127 -0.3056 -0.526
C -3.2634 0.5436 -0.6572 -0.528
C 1.2017 0.0338 1.7675 -0.160
C -2.9673 1.9120 -0.5319 0.027
C 3.2540 -1.2366 -1.5709 -0.206
H -4.3033 0.2584 -0.8098 0.492
H 0.1412 0.6548 -2.6434 0.325
H -0.9332 -0.7811 -2.9781 0.465
H -4.5851 2.1304 -2.5479 0.324
H 3.5061 -2.2474 -1.9572 0.262
H 3.7841 -3.3807 3.4536 0.388
H 0.6604 -0.6384 -3.7450 0.399
H 2.6462 -4.2927 2.4049 0.332
H 4.1031 -0.7241 -1.0819 0.293
H 1.2810 -2.5994 -3.2200 0.398
H -1.4063 3.3711 -0.1938 0.286
H 1.9142 0.9698 4.4182 0.328
H 2.2983 2.0629 3.0542 0.312
H 4.1691 -3.6442 1.7270 0.288
H -4.1849 3.4488 1.3161 0.291
H -5.2487 4.2629 0.1335 0.298
H -0.2329 -2.9658 -2.3478 0.377
H 0.4170 1.6947 -0.2628 0.356
H -4.0162 3.8102 -2.5479 0.271
H -3.5176 4.7007 0.2252 0.308
H -5.6025 3.4257 -1.8392 0.308
H 1.3510 -3.2359 -1.5492 0.378
H -0.3697 -2.0248 -0.1907 0.276
H 3.5821 1.1041 3.8547 0.356
H -2.4965 -1.4751 -0.5431 0.362
```